76
Properties=species:S:1:pos:R:3:forces:R:3 method="wB97M-V/def2-TZVPD" lumo_energy_ev=-4.010 homo_lumo_gap_ev=7.03 total_charge=+1 smiles="CCOCCc1c([C@@H](C)F)c2cc(F)c(CCC(=O)Nc3ccccc3)c(COCOCCO)c2c(Cl)[n+]1B(O)O" e_homo_ev=-11.0
Cl 1.644458 -1.970845 -0.456965 0.095 -0.103 0.010
F -4.058391 -0.249461 2.340014 0.121 -0.080 0.411
F -2.603860 2.614379 -2.835770 -0.062 0.016 0.014
O 1.644995 -0.931036 -3.103613 0.025 -0.084 0.028
O 1.851272 4.072838 -1.819137 0.735 -0.320 0.421
O 5.443406 -4.912886 -1.905685 -0.240 0.094 0.050
O -0.863753 -1.517602 3.897586 -0.111 0.086 -0.349
O 1.167605 -2.804348 2.432982 0.121 -0.296 -0.177
O 3.088618 -2.641358 -3.364082 0.149 0.137 0.441
O -0.081943 -4.438012 1.245632 -0.194 0.444 -0.269
N -0.328739 3.829276 -1.066798 0.781 0.477 0.485
N -0.530709 -2.004777 0.835858 -0.121 -0.038 0.101
C 0.506406 0.378036 3.426286 -0.351 -0.532 0.284
C -1.855983 0.004702 -0.468983 -0.141 0.036 0.092
C 0.091292 -1.342446 -0.143792 0.013 -0.151 0.164
C -2.500628 -0.705076 0.594183 0.691 0.286 -0.180
C -1.819732 -1.717119 1.218028 -0.611 0.221 0.165
C -0.517146 -0.296208 -0.853887 0.362 0.108 -0.184
C 1.547819 0.252997 -2.348768 0.217 -0.077 0.169
C 4.369845 -3.125378 -2.971267 -0.230 -0.311 -0.077
C -0.614163 1.401327 -2.592596 0.446 -0.068 -0.347
C -2.144351 -2.079380 3.740094 0.367 -0.202 0.578
C -3.911178 -0.321199 0.966950 -0.664 -0.661 -0.512
C 0.120190 0.449692 -1.923537 -0.578 0.285 -0.211
C 0.814675 3.683201 2.996562 -0.183 0.264 -0.066
C -2.425941 -2.561304 2.307234 -0.294 0.319 -0.116
C 4.185823 -4.242205 -1.969738 0.596 -0.155 -0.002
C -2.545947 1.010035 -1.172159 -0.009 0.221 -0.323
C -0.135801 2.204922 -3.780519 -0.538 -0.105 0.055
C 1.089736 2.891028 0.736232 -0.073 0.029 -0.209
C -0.194511 4.536674 2.574689 0.141 -0.234 -0.388
C 1.449461 2.865097 2.073840 0.116 0.321 -0.299
C 2.976356 -1.263483 -3.458463 -0.366 0.150 -0.370
C -4.954349 -1.302335 0.377066 0.280 0.483 0.491
C 0.103607 3.766109 0.298853 -0.288 0.199 0.200
C -0.531220 4.578855 1.229163 -0.171 0.007 0.029
C 0.694886 3.887997 -2.054550 -0.262 0.152 -0.459
C -1.932316 1.672487 -2.183076 -0.038 -0.524 0.475
C 0.208089 3.672790 -3.460329 -0.293 0.222 -0.253
C -0.857014 -0.078807 3.900851 0.482 -0.433 0.125
B 0.233051 -3.153825 1.543880 0.144 0.080 0.161
H -2.158632 -3.604942 2.179211 0.325 -0.078 0.082
H -0.774065 -4.464318 0.574601 0.075 -0.441 -0.057
H 1.642520 -3.586340 2.743664 0.064 0.116 0.215
H -3.499740 -2.544583 2.184462 -0.272 -0.013 -0.102
H -0.665872 4.295500 -3.644458 -0.197 -0.001 0.137
H 2.184195 0.241789 -1.459651 0.136 -0.154 0.015
H 3.681912 -0.739656 -2.805347 0.094 -0.073 0.163
H 1.244332 -0.298990 3.842266 0.205 -0.098 0.101
H -1.319001 5.246783 0.905371 -0.042 0.089 -0.063
H 3.955516 -3.835735 -0.982546 -0.314 0.045 0.029
H 3.132416 -0.932427 -4.489425 0.108 0.018 -0.098
H -2.897423 -1.383729 4.094678 -0.246 0.107 -0.210
H -2.200206 -2.952637 4.388066 0.007 -0.086 0.087
H 2.240033 2.202169 2.391270 0.061 -0.009 0.000
H 4.880749 -3.533067 -3.840615 0.183 0.046 -0.090
H 1.909292 1.090529 -2.935091 -0.146 0.334 -0.030
H -0.972871 2.215624 -4.474435 -0.018 0.010 -0.177
H 0.969500 4.021488 -4.145932 0.234 0.034 -0.011
H -0.891708 4.668623 -1.175686 -0.466 -0.314 -0.236
H 0.563804 0.309049 2.342553 0.144 0.207 -0.110
H -1.653948 0.279883 3.252378 -0.133 0.241 0.085
H 1.579130 2.261173 0.009104 0.195 -0.082 0.045
H -5.636915 -0.771992 -0.276125 -0.026 -0.039 -0.261
H -5.548778 -1.676535 1.204215 -0.065 -0.217 0.068
H 1.082196 3.654728 4.040248 0.133 -0.016 0.137
H -3.564341 1.277883 -0.970915 -0.167 0.024 0.104
H 3.397943 -4.914894 -2.305591 -0.167 -0.045 0.041
H 0.723502 1.382388 3.771754 -0.143 -0.149 -0.122
H 5.501414 -5.344728 -1.050586 0.125 -0.137 -0.023
H -4.470744 -2.116902 -0.146534 -0.113 -0.200 -0.140
H 4.989315 -2.356690 -2.511152 0.022 0.249 -0.145
H 0.657414 1.707082 -4.314832 0.336 -0.094 0.095
H -4.166571 0.665791 0.615990 0.268 0.273 0.047
H -0.729630 5.174457 3.258617 0.042 0.061 0.200
H -1.008652 0.249874 4.928205 -0.304 0.134 0.068